Entry 1:
The following is a quantum chemistry calculation of one molecule with the formula C9H14OS in a non-equilibrium geometry, from the Open Molecules 2025 dataset.

Cartesian coordinates (Å):
C (-1.173, 1.410, -0.864)
C (-0.083, 1.723, -0.216)
C (1.197, 0.960, -0.026)
C (1.151, 0.050, 1.205)
C (-0.064, -0.796, 1.400)
C (0.491, -3.058, -1.436)
C (-0.844, -3.729, -1.285)
C (-0.173, -1.805, 0.265)
C (-0.280, 3.082, 0.608)
O (0.769, -2.192, -0.504)
S (-1.713, -2.412, -0.295)
H (-1.856, 2.174, -0.943)
H (1.234, 0.264, -0.999)
H (2.092, 1.619, -0.050)
H (2.123, -0.596, 1.152)
H (1.235, 0.676, 2.126)
H (-0.016, -1.372, 2.281)
H (-0.984, -0.068, 1.458)
H (1.292, -3.664, -1.904)
H (-1.391, 0.542, -1.513)
H (-1.359, -4.014, -2.309)
H (-0.913, -4.664, -0.814)
H (-0.109, 2.986, 1.692)
H (-1.258, 3.323, 0.372)
H (0.410, 3.855, 0.150)

Atoms 1-3, force components in eV/Å:
C 0.3746 -2.2570 -1.9339
C 0.7811 2.2496 2.5789
C -0.7883 -1.7708 -2.7797

DFT total energy   -22437.802 eV
Energy above the lowest of the compared OMol25 structures with the same formula, charge and spin   467.4 kJ/mol
Highest occupied orbital energy (spin up / spin down)   -6.36 / -6.95 eV
M   170.3 g/mol


Entry 2:
The following is a quantum chemistry calculation of a 8-piece molecular cluster, C24H24F8O24 overall in a non-equilibrium geometry, from the Open Molecules 2025 dataset.

Cartesian coordinates (Å):
O (-21.682, 8.812, 38.724)
C (-20.700, 8.732, 39.381)
O (-20.320, 9.628, 40.332)
C (-18.979, 9.330, 40.669)
C (-18.889, 7.846, 40.391)
F (-19.429, 7.081, 41.376)
O (-19.781, 7.736, 39.283)
H (-18.284, 9.923, 40.073)
H (-18.724, 9.513, 41.714)
H (-17.886, 7.512, 40.146)
O (-19.375, 15.188, 37.497)
C (-19.784, 14.120, 37.173)
O (-20.467, 13.267, 37.958)
C (-20.436, 11.990, 37.315)
C (-20.380, 12.396, 35.852)
F (-21.597, 12.709, 35.343)
O (-19.604, 13.577, 35.939)
H (-19.551, 11.407, 37.575)
H (-21.327, 11.428, 37.583)
H (-19.867, 11.683, 35.213)
O (-17.538, 12.545, 41.141)
C (-17.267, 13.599, 40.674)
O (-16.875, 13.841, 39.408)
C (-16.676, 15.244, 39.240)
C (-17.313, 15.813, 40.501)
F (-18.649, 16.059, 40.304)
O (-17.205, 14.753, 41.405)
H (-15.623, 15.517, 39.190)
H (-17.184, 15.657, 38.373)
H (-16.861, 16.723, 40.884)
O (-16.926, 19.619, 33.543)
C (-17.340, 18.767, 34.252)
O (-18.617, 18.635, 34.675)
C (-18.775, 17.374, 35.349)
C (-17.350, 17.050, 35.732)
F (-17.004, 15.730, 35.598)
O (-16.592, 17.757, 34.775)
H (-19.394, 17.539, 36.227)
H (-19.273, 16.653, 34.705)
H (-16.999, 17.337, 36.725)
O (-14.303, 16.977, 37.646)
C (-13.854, 16.765, 36.564)
O (-13.172, 17.684, 35.856)
C (-13.103, 17.229, 34.494)
C (-13.309, 15.732, 34.626)
F (-12.122, 15.066, 34.637)
O (-13.888, 15.588, 35.909)
H (-13.885, 17.721, 33.915)
H (-12.133, 17.525, 34.104)
H (-13.978, 15.298, 33.888)
O (-20.114, 21.826, 41.789)
C (-20.312, 20.682, 41.571)
O (-20.414, 20.091, 40.371)
C (-20.780, 18.701, 40.559)
C (-20.387, 18.464, 42.003)
F (-19.131, 17.932, 42.111)
O (-20.467, 19.730, 42.562)
H (-21.862, 18.609, 40.465)
H (-20.224, 18.197, 39.777)
H (-21.067, 17.805, 42.540)
O (-14.778, 18.368, 42.867)
C (-14.820, 18.784, 41.759)
O (-13.780, 19.198, 41.020)
C (-14.260, 19.616, 39.743)
C (-15.776, 19.696, 39.905)
F (-16.408, 19.044, 38.875)
O (-16.001, 18.952, 41.075)
H (-13.872, 20.591, 39.451)
H (-13.944, 18.863, 39.023)
H (-16.181, 20.704, 39.935)
O (-16.563, 16.768, 47.795)
C (-16.935, 17.057, 46.710)
O (-17.180, 16.171, 45.715)
C (-17.719, 16.845, 44.586)
C (-17.399, 18.305, 44.874)
F (-18.440, 19.135, 44.610)
O (-17.184, 18.320, 46.274)
H (-17.210, 16.531, 43.672)
H (-18.758, 16.557, 44.427)
H (-16.490, 18.661, 44.397)

Atoms 1-3, force components in eV/Å:
O -0.0535 0.0756 -0.1239
C 0.0199 0.1997 0.2931
O -0.1513 -0.0256 -0.3560

DFT total energy   -96159.098 eV
Energy above the lowest of the compared OMol25 structures with the same formula, charge and spin   0.0 kJ/mol
Highest occupied orbital energy   -11.00 eV
M   848.4 g/mol